Entry from the Open Molecules 2025 dataset: a molecular structure, C26H32MnNO5S (ωB97M-V/def2-TZVPD).

Values from the calculation:
Total energy: -2989.74127 hartree
Spin multiplicity: 5
⟨S²⟩: 6.1159
Max |F|: 0.095 Eh/bohr
Relative energy (zero: lowest compared OMol25 entry of this formula, charge and spin): 104.7 kcal/mol
Molecular weight: 525.55 g/mol
LUMO level (alpha / beta): -0.0040 / -0.1048 hartree

CARTESIAN COORDINATES (ANGSTROEM)
O: -0.425 0.041 -4.765
C: -0.663 1.129 -5.789
C: -0.189 0.317 -6.968
H: -0.007 2.005 -5.656
H: -1.712 1.433 -5.889
C: -0.105 -0.821 -5.924
H: 0.781 0.637 -7.375
H: -0.945 0.219 -7.758
C: 1.292 -1.431 -5.874
H: 2.070 -0.746 -5.508
H: 1.579 -1.757 -6.890
H: 1.283 -2.321 -5.236
C: -1.232 -1.840 -6.019
H: -2.187 -1.317 -5.877
H: -1.118 -2.515 -5.160
H: -1.228 -2.395 -6.973
Mn: -0.314 -0.855 -1.246
C: -2.150 -1.219 -0.387
C: -1.844 0.153 -0.117
C: -1.661 0.833 -1.380
H: -1.825 0.609 0.869
C: -1.940 -0.101 -2.441
C: -2.206 -1.392 -1.844
H: -2.469 -2.291 -2.393
H: -2.319 -1.965 0.378
H: -1.433 1.888 -1.503
H: -2.050 0.151 -3.492
C: 0.687 -2.092 0.207
C: -0.119 -2.821 -0.730
C: 0.421 -2.631 -2.056
H: -0.977 -3.404 -0.419
C: 1.509 -1.680 -1.943
C: 1.689 -1.396 -0.538
H: 2.518 -0.832 -0.132
H: 0.537 -2.053 1.283
H: 0.149 -3.153 -2.974
H: 2.098 -1.280 -2.768
O: 2.978 2.512 -3.843
C: 1.747 1.773 -3.531
C: 0.602 2.777 -3.422
H: 1.842 1.099 -2.649
H: 1.546 1.124 -4.402
C: 1.153 4.127 -3.976
H: 0.140 2.917 -2.446
H: -0.185 2.393 -4.063
C: 2.638 3.859 -4.313
H: 1.017 4.904 -3.198
H: 0.615 4.444 -4.888
H: 3.273 4.679 -3.881
H: 2.789 3.856 -5.417
O: -0.101 -0.189 2.817
C: 0.512 0.668 2.161
N: 0.595 0.754 0.789
S: 1.337 2.095 0.209
O: 2.500 1.732 -0.555
O: 0.409 3.051 -0.344
C: 1.808 2.667 1.796
C: 2.495 3.835 2.105
C: 2.779 4.074 3.453
C: 2.336 3.171 4.433
C: 1.565 2.059 4.090
C: 1.323 1.783 2.747
H: 2.770 4.529 1.308
H: 3.373 4.944 3.736
H: 2.569 3.366 5.483
H: 1.147 1.366 4.813

Charges computed using Löwdin, reported in e: number 1, O, carries -0.16; number 2, C, carries -0.15; number 3, C, carries -0.08; number 4, H, carries 0.10; number 5, H, carries 0.13; number 6, C, carries -0.55; number 7, H, carries 0.12; number 8, H, carries 0.12; number 9, C, carries -0.01; number 10, H, carries 0.09; number 11, H, carries 0.10; number 12, H, carries 0.07; number 13, C, carries -0.01; number 14, H, carries 0.09; number 15, H, carries 0.07; number 16, H, carries 0.10; number 17, Mn, carries 0.57; number 18, C, carries -0.12; number 19, C, carries -0.09; number 20, C, carries -0.09; number 21, H, carries 0.12; number 22, C, carries -0.08; number 23, C, carries -0.12; number 24, H, carries 0.13; number 25, H, carries 0.13; number 26, H, carries 0.10; number 27, H, carries 0.11; number 28, C, carries -0.08; number 29, C, carries -0.16; number 30, C, carries -0.11; number 31, H, carries 0.12; number 32, C, carries -0.10; number 33, C, carries -0.10; number 34, H, carries 0.12; number 35, H, carries 0.12; number 36, H, carries 0.11; number 37, H, carries 0.12; number 38, O, carries -0.15; number 39, C, carries -0.17; number 40, C, carries -0.17; number 41, H, carries 0.09; number 42, H, carries 0.08; number 43, C, carries -0.14; number 44, H, carries 0.06; number 45, H, carries 0.05; number 46, C, carries -0.18; number 47, H, carries 0.11; number 48, H, carries 0.10; number 49, H, carries 0.12; number 50, H, carries 0.11; number 51, O, carries -0.01; number 52, C, carries -0.51; number 53, N, carries -0.08; number 54, S, carries 0.63; number 55, O, carries -0.29; number 56, O, carries -0.30; number 57, C, carries -0.23; number 58, C, carries -0.04; number 59, C, carries -0.08; number 60, C, carries -0.07; number 61, C, carries 0.00; number 62, C, carries -0.14; number 63, H, carries 0.12; number 64, H, carries 0.11; number 65, H, carries 0.11; number 66, H, carries 0.12


Entry from the Open Molecules 2025 dataset: C26H32N4O5S in the gas phase (ωB97M-V/def2-TZVPD).

Values from the calculation:
Total energy: -2003.38488 hartree
SMILES: COc1ccc(NC(=O)c2sc3nc(N4CCOCC4)c4c(c3c2N)C[C@@H](C(C)C)OC4)c(OC)c1
Spin multiplicity: 1
Max |F|: 0.016 Eh/bohr
Relative energy (zero: lowest compared OMol25 entry of this formula, charge and spin): 30.5 kcal/mol
Molecular weight: 512.63 g/mol
LUMO level: 0.0166 hartree

CARTESIAN COORDINATES (ANGSTROEM)
C: -8.473 -3.601 -3.869
H: -9.400 -3.592 -4.441
O: -7.959 -2.294 -3.957
C: -6.783 -2.019 -3.320
C: -6.038 -2.926 -2.585
C: -4.855 -2.522 -1.984
C: -4.401 -1.221 -2.104
C: -5.160 -0.296 -2.853
C: -6.336 -0.701 -3.450
H: -6.944 -0.027 -4.029
O: -4.644 0.971 -2.926
C: -5.353 1.940 -3.657
H: -4.765 2.854 -3.578
H: -6.349 2.110 -3.237
H: -5.446 1.658 -4.711
N: -3.226 -0.743 -1.525
C: -2.293 -1.414 -0.798
O: -2.362 -2.615 -0.536
C: -1.166 -0.605 -0.360
C: -0.076 -1.092 0.339
N: -0.009 -2.384 0.782
H: 0.891 -2.834 0.741
H: -0.791 -2.938 0.433
C: 0.918 -0.084 0.570
C: 0.567 1.142 -0.028
N: 1.318 2.223 -0.066
C: 2.502 2.189 0.536
C: 2.902 1.065 1.297
C: 2.112 -0.071 1.314
C: 2.580 -1.199 2.182
H: 1.787 -1.926 2.334
C: 3.048 -0.698 3.565
C: 4.078 -1.662 4.195
C: 3.530 -3.083 4.300
H: 3.374 -3.531 3.323
H: 4.233 -3.708 4.847
H: 2.584 -3.083 4.837
C: 4.476 -1.149 5.577
H: 4.789 -0.111 5.512
H: 5.292 -1.741 5.983
H: 3.629 -1.210 6.257
H: 4.969 -1.666 3.556
O: 3.570 0.620 3.536
C: 4.038 1.065 2.282
H: 4.873 0.433 1.933
H: 4.403 2.076 2.468
H: 2.176 -0.638 4.231
H: 3.424 -1.687 1.683
N: 3.274 3.326 0.461
C: 4.656 3.230 0.028
H: 5.100 2.292 0.354
C: 4.732 3.314 -1.506
H: 5.771 3.330 -1.839
O: 4.143 4.495 -1.990
C: 2.786 4.578 -1.603
C: 2.650 4.523 -0.079
H: 1.599 4.527 0.203
H: 3.162 5.382 0.365
H: 2.415 5.526 -1.994
H: 2.214 3.749 -2.043
H: 4.223 2.436 -1.937
H: 5.209 4.067 0.465
S: -0.999 1.100 -0.767
H: -3.066 0.241 -1.701
H: -4.273 -3.225 -1.412
H: -6.355 -3.949 -2.466
H: -8.690 -3.879 -2.833
H: -7.786 -4.333 -4.305

Charges computed using Löwdin, reported in e: number 1, C, carries -0.09; number 2, H, carries 0.09; number 3, O, carries -0.09; number 4, C, carries -0.28; number 5, C, carries -0.02; number 6, C, carries 0.00; number 7, C, carries -0.15; number 8, C, carries -0.20; number 9, C, carries 0.06; number 10, H, carries 0.12; number 11, O, carries -0.09; number 12, C, carries -0.08; number 13, H, carries 0.10; number 14, H, carries 0.10; number 15, H, carries 0.10; number 16, N, carries 0.13; number 17, C, carries -0.45; number 18, O, carries 0.03; number 19, C, carries -0.36; number 20, C, carries -0.27; number 21, N, carries 0.14; number 22, H, carries 0.10; number 23, H, carries 0.08; number 24, C, carries -0.11; number 25, C, carries -0.52; number 26, N, carries 0.13; number 27, C, carries -0.23; number 28, C, carries -0.06; number 29, C, carries -0.07; number 30, C, carries -0.06; number 31, H, carries 0.11; number 32, C, carries -0.30; number 33, C, carries -0.38; number 34, C, carries -0.07; number 35, H, carries 0.07; number 36, H, carries 0.08; number 37, H, carries 0.09; number 38, C, carries -0.07; number 39, H, carries 0.07; number 40, H, carries 0.08; number 41, H, carries 0.08; number 42, H, carries 0.14; number 43, O, carries -0.09; number 44, C, carries -0.14; number 45, H, carries 0.14; number 46, H, carries 0.13; number 47, H, carries 0.16; number 48, H, carries 0.14; number 49, N, carries -0.07; number 50, C, carries -0.13; number 51, H, carries 0.11; number 52, C, carries -0.19; number 53, H, carries 0.13; number 54, O, carries -0.13; number 55, C, carries -0.18; number 56, C, carries -0.13; number 57, H, carries 0.12; number 58, H, carries 0.13; number 59, H, carries 0.13; number 60, H, carries 0.12; number 61, H, carries 0.13; number 62, H, carries 0.13; number 63, S, carries 1.10; number 64, H, carries 0.08; number 65, H, carries 0.10; number 66, H, carries 0.10; number 67, H, carries 0.10; number 68, H, carries 0.09